1.
Here is 5 unconnected molecules or ions with the total composition C30H36BCl3F from the OMol25 dataset. Energies are from wB97M-V/def2-TZVPD.

Properties
Orbital gap ... 8.54 eV
M ... 532.79 g mol⁻¹
LUMO ... 2.618 eV
Strongest force on any atom ... 0.8 eV/Å
HOMO ... -5.92 eV
Net charge ... -1

XYZ file:
```
71
C30H36BCl3F (wB97M-V/def2-TZVPD)
C -3.1125 0.9637 0.1004
C -1.7335 0.3258 0.0606
F -1.2243 0.5077 -1.2663
C -0.7358 0.8987 1.0446
B -0.6920 0.1078 2.4728
Cl -2.4471 -0.4986 3.0457
C -0.0210 0.9250 3.7350
Cl 1.7646 0.6314 3.7846
C -0.2908 2.4175 3.9376
C -1.7733 2.7629 3.8493
Cl 0.6289 3.4851 2.8094
H -3.1396 1.8036 -0.5901
H -3.8962 0.2453 -0.1286
H -3.3053 1.3326 1.1052
H -1.8068 -0.7560 0.1674
H 0.2429 0.7841 0.5731
H -0.9116 1.9748 1.1101
H -0.0545 -0.9137 2.3188
H -0.3789 0.4644 4.6567
H 0.0765 2.7124 4.9193
H -1.9772 3.6363 4.4708
H -2.3783 1.9350 4.2065
H -2.0571 3.0184 2.8339
C 1.6900 -0.0186 -2.3579
C 1.8911 -0.7974 -1.2271
C 3.1579 -1.2845 -0.9368
C 4.2256 -0.9932 -1.7757
C 4.0267 -0.2119 -2.9053
C 2.7591 0.2758 -3.1943
H 0.7028 0.3685 -2.5694
H 1.0600 -1.0094 -0.5670
H 3.3140 -1.8837 -0.0488
H 5.2149 -1.3677 -1.5437
H 4.8604 0.0230 -3.5557
H 2.6050 0.8906 -4.0734
C -0.0018 -1.6340 -6.8639
C -0.7760 -1.2880 -7.9627
C -1.1240 0.0385 -8.1764
C -0.6962 1.0184 -7.2914
C 0.0796 0.6717 -6.1941
C 0.4273 -0.6543 -5.9794
H 0.2663 -2.6688 -6.6940
H -1.1113 -2.0532 -8.6516
H -1.7327 0.3082 -9.0302
H -0.9712 2.0526 -7.4546
H 0.4090 1.4351 -5.5007
H 1.0262 -0.9225 -5.1188
C 4.9599 1.5204 2.0981
C 4.3869 2.7838 2.0875
C 5.1268 3.8730 1.6479
C 6.4357 3.6990 1.2172
C 7.0065 2.4338 1.2264
C 6.2677 1.3441 1.6677
H 4.3758 0.6745 2.4368
H 3.3639 2.9104 2.4193
H 4.6803 4.8593 1.6386
H 7.0102 4.5496 0.8712
H 8.0259 2.2967 0.8870
H 6.7109 0.3561 1.6746
C -4.7783 -3.3394 3.2736
C -5.8298 -3.0275 4.1246
C -6.9185 -3.8823 4.2339
C -6.9581 -5.0548 3.4917
C -5.9082 -5.3692 2.6399
C -4.8211 -4.5120 2.5315
H -3.9323 -2.6681 3.1893
H -5.7970 -2.1123 4.7018
H -7.7384 -3.6341 4.8967
H -7.8070 -5.7222 3.5762
H -5.9377 -6.2833 2.0597
H -4.0035 -4.7549 1.8650
```

Atomic partial charges in e from the Löwdin method, atoms 1 to 8:
1 C -0.062
2 C -0.411
3 F -0.094
4 C -0.181
5 B -0.908
6 Cl 0.485
7 C -0.705
8 Cl 0.564



2.
Here is a molecular structure, C19H21BrNO8PdS in a non-equilibrium geometry from the OMol25 dataset. Energies are from wB97M-V/def2-TZVPD.

Properties
Orbital gap (alpha / beta) ... 5.66 / 7.70 eV
Multiplicity ... 3
M ... 609.77 g mol⁻¹
LUMO (alpha / beta) ... 2.307 / 1.570 eV
Strongest force on any atom ... 2.9 eV/Å
HOMO (alpha / beta) ... -3.36 / -6.13 eV
Net charge ... -1

XYZ file:
```
52
C19H21BrNO8PdS (wB97M-V/def2-TZVPD)
Pd 0.6885 0.5359 0.4018
Br -2.6922 0.7098 -6.6301
C -1.1860 1.4330 -5.6935
C -0.3331 2.3099 -6.3707
N 0.6558 2.9662 -5.7689
C 0.7757 2.8754 -4.4590
C 0.0252 2.0373 -3.6174
C -0.9646 1.2802 -4.3260
C 0.1381 2.0096 -2.1234
O -0.0288 3.0334 -1.4149
O 0.3073 0.7991 -1.6445
H -0.4263 2.4433 -7.4381
H 1.5585 3.5390 -4.0102
H -1.6565 0.5772 -3.8081
C -4.6770 -1.7259 3.4321
C -3.1887 -1.7685 3.3770
C -2.5495 -2.2164 2.1963
C -1.1435 -2.1854 2.1073
C -0.4223 -1.7870 3.1905
C -1.0121 -1.4582 4.4334
C -2.3943 -1.3659 4.4759
S 1.3038 -1.3701 3.0187
O 1.8262 -1.3631 4.3611
O 2.0053 -2.2573 2.0997
O 1.1888 0.0208 2.4008
H -5.1674 -2.5487 2.8391
H -5.0808 -0.8305 2.9730
H -5.0949 -1.7128 4.4564
H -3.1058 -2.5146 1.3357
H -0.6014 -2.5195 1.2137
H -0.3864 -1.3311 5.3356
H -2.8893 -1.0248 5.3882
C 5.0612 -0.1882 0.1422
C 4.6201 -1.1953 -0.9668
C 3.1088 -0.9923 -1.1354
O 2.7178 -0.1250 -0.0282
C 3.7906 0.0295 0.9301
H 5.3941 0.7278 -0.3355
H 5.8888 -0.5765 0.7328
H 4.7978 -2.2263 -0.6553
H 5.1231 -1.0904 -1.9220
H 2.5639 -1.9205 -1.0262
H 2.8478 -0.4379 -2.0426
H 3.6821 -0.7059 1.7406
H 3.6469 1.0638 1.3245
C -3.3208 1.6595 -0.1717
O -2.1846 0.7313 0.0096
C -1.1526 1.1404 0.7178
O -1.2461 1.9848 1.6022
H -4.0220 1.5227 0.6807
H -3.8241 1.3059 -1.0707
H -2.9653 2.7026 -0.2577
```

Atomic partial charges in e from the Löwdin method, atoms 1 to 8:
1 Pd 1.071
2 Br 0.684
3 C -0.662
4 C -0.213
5 N 0.050
6 C -0.107
7 C -0.089
8 C -0.037



3.
Here is 2 unconnected molecules or ions with the total composition H4NP in a non-equilibrium geometry from the OMol25 dataset. Energies are from wB97M-V/def2-TZVPD.

Properties
Orbital gap ... 8.78 eV
Relative energy (zero: lowest compared OMol25 entry of this formula, charge and spin) ... 237.3 kJ/mol
M ... 49.01 g mol⁻¹
LUMO ... 0.226 eV
Strongest force on any atom ... 7.2 eV/Å
HOMO ... -8.56 eV

XYZ file:
```
6
H4NP (wB97M-V/def2-TZVPD)
N 0.1796 -0.5010 0.4522
P -0.1906 0.4906 -0.8157
H 0.8608 -1.8057 0.1407
H -0.5559 -1.0360 0.8940
H 0.8332 1.6075 -0.5548
H -1.1271 1.2447 -0.1165
```

The Löwdin scheme yields these atomic charges, measured in e:
1 N -0.483
2 P 0.550
3 H 0.217
4 H -0.045
5 H -0.097
6 H -0.143



4.
Here is 2 unconnected molecules or ions with the total composition C36H40F6N5OS in a non-equilibrium geometry from the OMol25 dataset. Energies are from wB97M-V/def2-TZVPD.

Properties
Orbital gap ... 5.22 eV
M ... 704.80 g mol⁻¹
LUMO ... -4.877 eV
Strongest force on any atom ... 2.8 eV/Å
HOMO ... -10.10 eV
Net charge ... +1

XYZ file:
```
89
C36H40F6N5OS (wB97M-V/def2-TZVPD)
F 2.5141 9.7365 3.1511
C 2.0545 8.7121 3.9411
F 3.0234 8.4523 4.8639
F 0.9659 9.1994 4.6223
C 1.6866 7.5051 3.1161
C 2.2813 6.2695 3.3536
C 1.9155 5.1549 2.5667
N 2.4737 3.9111 2.8890
C 2.2607 2.6851 2.2675
S 1.3349 2.3758 0.9094
N 2.9286 1.6678 2.8808
C 2.7390 0.2390 2.5127
C 3.3093 -0.0680 1.1283
C 4.8394 0.1448 0.9719
C 5.2670 -0.9306 -0.0491
C 4.0431 -1.8357 -0.2710
N 3.0695 -1.4109 0.7082
C 1.0006 5.3216 1.5372
C 0.3997 6.5640 1.3391
C -0.6599 6.7033 0.2794
F -0.6979 7.9602 -0.2558
F -0.4704 5.8275 -0.7559
F -1.9135 6.4452 0.7837
C 0.7279 7.6700 2.1186
H 3.0191 6.1585 4.1429
H 3.0756 3.9006 3.7142
H 3.5248 1.8551 3.6802
H 3.2571 -0.3628 3.2715
H 1.6657 0.0045 2.5229
H 2.7990 0.6429 0.4317
H 5.0415 1.1679 0.6294
H 5.3349 -0.0190 1.9393
H 5.5850 -0.4778 -0.9936
H 6.0886 -1.5324 0.3546
H 3.6689 -1.7639 -1.3083
H 4.3149 -2.8814 -0.1122
H 2.0979 -1.6664 0.6050
H 0.7247 4.4845 0.8816
H 0.2576 8.6331 1.9493
C -5.6486 -3.4270 -2.3903
N -4.3633 -2.7942 -2.2001
C -4.2243 -1.4432 -2.3557
O -5.1081 -0.6631 -2.7017
C -2.7651 -1.0976 -2.0561
C -2.6061 -0.1308 -0.8836
C -3.1776 1.2402 -1.1602
C -4.1768 1.7436 -0.3226
C -4.8058 2.9477 -0.6396
C -4.4048 3.6676 -1.7705
C -3.3383 3.2092 -2.5510
C -2.7197 1.9918 -2.2471
N -2.1837 -2.4035 -1.7591
C -0.8854 -2.4981 -1.4132
C -0.2527 -3.6830 -1.0667
C 1.0692 -3.8332 -0.6599
C 1.6585 -5.1325 -0.4676
C 3.0529 -5.2815 -0.2563
C 3.6418 -6.5324 -0.1176
C 2.8581 -7.6934 -0.1853
C 1.4810 -7.5810 -0.4076
C 0.8833 -6.3315 -0.5352
C -3.1542 -3.5153 -1.8063
C -3.3571 -4.1588 -0.4276
C -2.7858 -4.5561 -2.8739
H -6.3835 -2.6490 -2.6196
H -5.6085 -4.1431 -3.2210
H -5.9604 -3.9581 -1.4821
H -2.3088 -0.6725 -2.9717
H -3.1154 -0.5769 -0.0113
H -1.5356 -0.0442 -0.6407
H -4.4769 1.1575 0.5500
H -5.6157 3.3126 -0.0079
H -4.9273 4.5847 -2.0449
H -2.9927 3.7880 -3.4083
H -1.9005 1.6063 -2.8613
H -0.3126 -1.5667 -1.4325
H -0.8484 -4.5865 -1.1564
H 1.7120 -2.9613 -0.5578
H 3.6672 -4.3831 -0.2316
H 4.7202 -6.6011 0.0271
H 3.3193 -8.6763 -0.0874
H 0.8603 -8.4704 -0.4982
H -0.1915 -6.2877 -0.7133
H -3.7322 -3.4055 0.2791
H -4.0818 -4.9787 -0.5116
H -2.4199 -4.5549 -0.0323
H -2.8507 -4.0881 -3.8643
H -1.7689 -4.9315 -2.7446
H -3.4834 -5.4014 -2.8196
```

Atomic partial charges in e from the Löwdin method, atoms 1 to 8:
1 F 0.123
2 C -0.510
3 F 0.120
4 F 0.122
5 C -0.101
6 C 0.066
7 C -0.202
8 N 0.070



5.
Here is a molecular structure, C24H34CuO2 from the OMol25 dataset. Energies are from wB97M-V/def2-TZVPD.

Properties
Orbital gap (alpha / beta) ... 8.88 / 6.90 eV
Multiplicity ... 2
Relative energy (zero: lowest compared OMol25 entry of this formula, charge and spin) ... 5.1 kJ/mol
M ... 418.08 g mol⁻¹
LUMO (alpha / beta) ... 0.459 / -1.908 eV
Strongest force on any atom ... 0.5 eV/Å
HOMO (alpha / beta) ... -8.42 / -8.81 eV

XYZ file:
```
61
C24H34CuO2 (wB97M-V/def2-TZVPD)
Cu 0.7230 0.4503 0.6133
C -0.6932 0.1510 -0.7864
C -0.5928 -0.9800 0.0459
C 0.3253 -1.9340 -0.6881
C 0.6446 -1.3461 -1.9018
C 0.0604 -0.0719 -1.9997
C 0.2656 0.9138 -3.1200
C -0.1203 0.2508 -4.4513
C 1.7520 1.3097 -3.1591
C -0.5789 2.1703 -2.9123
C 1.0279 -3.1958 -0.2023
C 1.8989 -2.8527 1.0205
C 1.9801 -3.7242 -1.2844
C 0.0508 -4.3405 0.1102
C -1.6591 -1.2281 1.1320
C -1.1122 -1.7687 2.4604
C -2.7208 -2.1813 0.5560
C -2.3671 0.0917 1.4798
H -1.4351 0.9309 -0.6939
H 1.3459 -1.7460 -2.6206
H 0.4965 -0.6283 -4.6524
H 0.0214 0.9605 -5.2704
H -1.1669 -0.0634 -4.4460
H 2.3897 0.4391 -3.3267
H 2.0573 1.7778 -2.2196
H 1.9253 2.0227 -3.9701
H -1.6476 1.9385 -2.8924
H -0.4042 2.8701 -3.7325
H -0.3175 2.6791 -1.9801
H 2.6614 -2.1170 0.7495
H 2.4093 -3.7540 1.3717
H 1.3262 -2.4454 1.8487
H 2.7511 -2.9935 -1.5375
H 1.4449 -4.0016 -2.1967
H 2.4800 -4.6179 -0.9055
H -0.6010 -4.1381 0.9550
H 0.6247 -5.2401 0.3462
H -0.5762 -4.5606 -0.7582
H -0.6939 -2.7672 2.3872
H -1.9274 -1.8119 3.1857
H -0.3443 -1.1044 2.8680
H -2.2946 -3.1327 0.2390
H -3.2065 -1.7256 -0.3116
H -3.4886 -2.3861 1.3078
H -1.6710 0.8489 1.8556
H -3.0990 -0.1014 2.2659
H -2.9105 0.5134 0.6323
O 3.2609 2.6153 2.8170
C 2.2359 2.3192 2.2401
O 2.0867 1.2366 1.5197
C 1.0290 3.2251 2.3647
C 0.8520 3.9284 3.5522
C -0.2428 4.7662 3.7177
C -1.1589 4.9342 2.6847
C -0.9774 4.2516 1.4894
C 0.1044 3.3927 1.3401
H 1.5912 3.8085 4.3341
H -0.3770 5.2986 4.6514
H -2.0075 5.5972 2.8088
H -1.6765 4.3900 0.6724
H 0.2462 2.8762 0.3966
```

Atomic partial charges in e from the Löwdin method, atoms 1 to 8:
1 Cu 0.575
2 C -0.112
3 C -0.195
4 C -0.066
5 C 0.004
6 C -0.132
7 C -0.556
8 C -0.038